Entry from the Open Molecules 2025 dataset: a 7-piece molecular cluster, C42H105N7 overall in a non-equilibrium geometry (wB97M-V/def2-TZVPD).

Structure (XYZ):
```
154
C42H105N7 wB97M-V/def2-TZVPD
C 11.92 -7.19 1.07
C 10.91 -7.37 2.15
N 10.15 -6.11 2.39
C 11.03 -5.00 2.78
C 10.36 -3.63 2.82
C 9.15 -6.36 3.48
C 8.01 -7.02 2.84
H 12.74 -6.54 1.38
H 11.53 -6.82 0.12
H 12.42 -8.13 0.89
H 10.11 -8.07 1.90
H 11.29 -7.79 3.08
H 11.39 -5.18 3.79
H 11.91 -4.96 2.14
H 9.60 -3.60 3.60
H 11.17 -2.92 2.93
H 9.87 -3.44 1.86
H 8.89 -5.36 3.83
H 9.45 -6.86 4.40
H 7.15 -6.54 3.31
H 8.00 -8.10 2.97
H 7.85 -6.87 1.77
C -0.71 -2.19 -14.11
C 0.21 -3.35 -13.61
N 1.28 -2.84 -12.72
C 2.57 -3.45 -12.91
C 2.63 -4.97 -12.54
C 0.83 -2.82 -11.36
C 1.79 -2.19 -10.41
H -1.02 -2.26 -15.15
H -0.15 -1.26 -13.99
H -1.54 -2.12 -13.41
H -0.25 -4.18 -13.08
H 0.57 -3.56 -14.62
H 2.81 -3.31 -13.96
H 3.33 -2.94 -12.32
H 1.94 -5.54 -13.15
H 3.65 -5.30 -12.72
H 2.40 -5.14 -11.48
H 0.57 -3.83 -11.05
H -0.08 -2.23 -11.41
H 2.59 -2.88 -10.13
H 1.34 -1.97 -9.44
H 2.24 -1.29 -10.82
C -9.38 4.05 9.41
C -8.27 3.79 10.42
N -8.68 3.52 11.80
C -9.33 4.60 12.52
C -8.30 5.75 12.74
C -9.53 2.40 11.98
C -8.87 1.08 11.53
H -9.07 4.15 8.37
H -10.00 4.93 9.59
H -10.15 3.28 9.51
H -7.64 3.04 9.95
H -7.54 4.59 10.47
H -10.19 5.00 11.98
H -9.67 4.24 13.48
H -8.61 6.18 13.69
H -7.22 5.71 12.85
H -8.48 6.52 11.99
H -10.46 2.55 11.44
H -9.83 2.19 13.00
H -8.68 1.05 10.46
H -9.62 0.31 11.72
H -7.89 0.95 11.97
C -4.12 -9.02 -5.41
C -4.30 -7.68 -4.71
N -5.44 -6.87 -5.28
C -5.33 -6.60 -6.72
C -4.06 -5.70 -7.05
C -5.81 -5.77 -4.35
C -6.71 -6.37 -3.28
H -3.67 -8.77 -6.37
H -4.94 -9.73 -5.29
H -3.22 -9.36 -4.89
H -4.46 -7.79 -3.64
H -3.30 -7.25 -4.78
H -6.19 -5.98 -6.97
H -5.43 -7.47 -7.36
H -3.17 -6.18 -6.65
H -4.03 -4.75 -6.51
H -3.88 -5.54 -8.11
H -4.92 -5.26 -4.00
H -6.51 -5.07 -4.80
H -7.53 -6.97 -3.68
H -6.14 -6.98 -2.59
H -7.09 -5.59 -2.62
C -1.07 4.02 -5.99
C -0.10 4.89 -5.21
N 0.16 6.30 -5.72
C 0.84 7.16 -4.65
C 2.11 6.49 -4.08
C 0.85 6.41 -7.02
C 0.73 7.68 -7.88
H -1.88 4.63 -6.38
H -1.46 3.25 -5.32
H -0.65 3.56 -6.88
H -0.51 4.90 -4.20
H 0.85 4.36 -5.16
H 1.02 8.15 -5.08
H 0.17 7.42 -3.83
H 1.87 5.80 -3.28
H 2.63 6.00 -4.90
H 2.70 7.21 -3.51
H 0.51 5.54 -7.59
H 1.90 6.32 -6.74
H 0.82 8.63 -7.36
H -0.27 7.79 -8.31
H 1.43 7.74 -8.71
C -0.06 7.23 7.22
C 0.90 6.61 8.28
N 2.17 7.31 8.07
C 2.19 8.40 9.03
C 3.29 9.34 8.80
C 3.33 6.44 8.23
C 3.27 5.22 7.21
H 0.35 7.01 6.24
H -0.11 8.31 7.36
H -1.02 6.74 7.38
H 0.56 6.68 9.31
H 0.90 5.53 8.13
H 1.21 8.89 8.98
H 2.26 8.05 10.06
H 2.97 10.32 9.16
H 4.34 9.17 9.03
H 3.31 9.53 7.73
H 3.35 6.00 9.23
H 4.26 7.00 8.18
H 2.24 4.98 6.93
H 3.76 4.33 7.59
H 3.73 5.52 6.27
C 0.15 -2.18 -0.62
C -0.89 -1.96 0.48
N -0.70 -0.66 1.19
C 0.75 -0.22 1.36
C 1.77 -1.05 2.17
C -1.53 -0.54 2.36
C -1.56 0.87 3.07
H 1.17 -2.26 -0.27
H 0.28 -1.30 -1.26
H -0.13 -3.01 -1.27
H -1.89 -1.97 0.05
H -0.82 -2.80 1.17
H 1.23 -0.01 0.40
H 0.67 0.76 1.83
H 1.40 -1.08 3.20
H 1.86 -2.09 1.85
H 2.78 -0.70 1.98
H -1.28 -1.29 3.12
H -2.57 -0.78 2.13
H -0.60 1.13 3.50
H -2.38 1.01 3.77
H -1.72 1.61 2.28
```

Results
E_LUMO   0.75 eV
Kohn-Sham gap   8.8 eV
HOMO energy   -8.06 eV
SMILES   CCN(CC)CC.CCN(CC)CC.CCN(CC)CC.CCN(CC)CC.CCN(CC)CC.CCN(CC)CC.CCN(CC)CC
ΔE to the lowest compared entry with this formula, charge and spin   4.499 eV



Entry from the Open Molecules 2025 dataset: a 2-piece molecular cluster, C4H11NO2 overall in a non-equilibrium geometry (wB97M-V/def2-TZVPD).

Structure (XYZ):
```
18
C4H11NO2 wB97M-V/def2-TZVPD
C -3.34 1.39 -1.10
C -2.19 0.59 -0.45
O -2.46 -0.52 -0.09
O -0.92 1.14 -0.46
H -4.05 0.55 -1.22
H -3.17 1.76 -2.11
H -3.63 2.20 -0.46
C 1.48 -0.58 0.74
C 2.34 -1.78 0.31
N 2.15 0.70 0.58
H 0.55 -0.72 0.16
H 1.25 -0.73 1.80
H 1.79 -2.48 -0.32
H 2.36 -2.38 1.22
H 1.70 1.38 1.17
H -0.30 0.45 -0.12
H 3.15 0.66 0.50
H 3.30 -1.63 -0.15
```

Results
E_LUMO   0.92 eV
Kohn-Sham gap   10.1 eV
HOMO energy   -9.20 eV
SMILES   CC(=O)O.CCN
ΔE to the lowest compared entry with this formula, charge and spin   1.409 eV